Record 1
{"formula": "C5H12NO", "method": "ωB97M-V/def2-TZVPD", "elements": ["O", "N", "C", "C", "C", "C", "C", "H", "H", "H", "H", "H", "H", "H", "H", "H", "H", "H", "H"], "coordinates": [[-2.88923, 1.27507, -0.27026], [-0.32648, -0.82929, 0.81798], [1.28071, 0.23593, -1.91651], [-1.42273, -0.79358, 0.06322], [1.20798, 0.73806, -0.36358], [1.02352, -0.26519, 0.77350], [1.94199, -0.84986, 1.56004], [1.10025, 1.17838, -2.52323], [-3.78362, 1.24655, -0.58317], [1.86786, -1.85168, 1.83895], [2.92415, -0.38429, 1.68142], [2.14009, 1.35816, -0.20481], [-2.18886, -1.51107, 0.24541], [0.68837, -0.50827, -2.35201], [2.33343, -0.13260, -2.14241], [-1.40168, -0.26278, -0.93643], [0.52791, 1.51216, -0.30695], [-0.36720, -1.62386, 1.42452], [-2.63034, 2.19172, -0.40518]], "atomic_forces_ev_per_a": [[0.6, 0.2, 0.2], [-1.8, -1.3, -1.8], [2.6, 2.2, 0.9], [4.1, 1.0, -1.4], [2.3, -0.6, -0.6], [-0.4, 0.2, -1.5], [0.3, 1.9, -1.6], [0.4, -1.1, 0.7], [-0.9, -0.1, -0.2], [-0.6, -1.3, 1.4], [-0.3, -0.2, -0.4], [-0.6, -1.2, 0.0], [-0.6, -0.1, 0.5], [-1.5, -1.2, 0.2], [-1.2, 0.7, 0.4], [-0.1, -0.3, 1.8], [-2.2, 1.3, 0.1], [-0.1, -0.1, 1.2], [0.1, 0.1, 0.1]], "nbo_charge": [-0.96, -0.44, -0.62, 0.15, -0.47, 0.15, -0.32, 0.24, 0.49, 0.22, 0.25, 0.26, 0.23, 0.22, 0.23, 0.26, 0.22, 0.42, 0.49], "lumo_ev": -5.103, "fmax_ev_per_a": 4.41, "charge": 1, "de_lowest_kj_mol": 234.9}

=====

Record 2
{"formula": "C4H4F2O", "method": "ωB97M-V/def2-TZVPD", "elements": ["F", "F", "O", "C", "C", "C", "C", "H", "H", "H", "H"], "coordinates": [[0.20603, -1.18830, 1.27388], [-0.77928, 0.75611, 1.34315], [1.76433, 0.90312, -0.39837], [-0.12051, -0.03764, -1.67201], [0.68007, 0.45109, -0.53323], [-1.20017, -0.54536, -0.68619], [-0.26091, -0.15962, 0.49986], [-1.59517, -1.56290, -0.74516], [-0.42607, 0.63180, -2.46547], [0.49935, -0.85043, -2.17949], [-2.02434, 0.19546, -0.62683]], "atomic_forces_ev_per_a": [[0.0, 0.5, -0.6], [-0.2, 0.1, 0.2], [0.7, 0.8, -0.1], [0.1, -1.6, -1.7], [1.3, -0.5, 0.8], [-0.5, 0.7, 0.6], [-1.1, -0.8, 0.3], [0.3, 0.2, 0.0], [-0.1, 0.3, 0.0], [-0.8, 0.8, 0.7], [0.2, -0.6, -0.2]], "nbo_charge": [-0.32, -0.32, -0.45, -0.53, 0.52, -0.47, 0.60, 0.24, 0.25, 0.25, 0.23], "lumo_ev": 0.330, "fmax_ev_per_a": 2.35, "charge": 0, "de_lowest_kj_mol": 57.9, "smiles": "O=C1CCC1(F)F"}

=====

Record 3
{"formula": "FHN2O2S", "method": "ωB97M-V/def2-TZVPD", "elements": ["S", "F", "O", "O", "N", "N", "H"], "coordinates": [[0.33341, 0.91858, -0.15448], [-2.39756, 1.80781, 0.15769], [-1.19093, -1.28676, -0.48920], [-3.17400, -0.62571, 0.22982], [-1.79233, 0.91951, -0.64211], [-2.05527, -0.47947, -0.21262], [0.46263, 2.35206, 0.15778]], "atomic_forces_ev_per_a": [[-2.3, 2.3, -0.1], [-0.4, -0.4, 0.6], [-1.1, 0.9, 0.2], [1.2, -0.4, -0.2], [4.4, -0.2, -0.4], [-1.2, 0.2, 0.4], [-0.6, -2.3, -0.6]], "nbo_charge": [0.05, -0.19, -0.34, -0.32, 0.07, 0.58, 0.15], "lumo_ev": -1.945, "fmax_ev_per_a": 4.44, "charge": 0, "de_lowest_kj_mol": 428.0, "smiles": "O=[N+]([O-])N(F)S"}

=====

Record 4
{"formula": "C22H21Cl5N6O2SSeY", "method": "ωB97M-V/def2-TZVPD", "elements": ["Y", "Se", "Cl", "Cl", "Cl", "Cl", "Cl", "S", "O", "O", "N", "N", "N", "N", "N", "N", "C", "C", "C", "C", "C", "C", "C", "C", "C", "C", "C", "C", "C", "C", "C", "C", "C", "C", "C", "C", "C", "C", "H", "H", "H", "H", "H", "H", "H", "H", "H", "H", "H", "H", "H", "H", "H", "H", "H", "H", "H", "H", "H"], "coordinates": [[0.01823, 0.66442, -0.22230], [-1.27981, 2.63562, -2.05321], [1.12637, -4.87711, 1.64033], [3.53120, -1.43137, -2.93840], [3.08915, -6.20534, -0.40707], [4.26263, -4.47385, -2.72945], [0.39096, -1.85334, 1.34263], [-2.43324, 0.05960, 1.14150], [1.80359, -0.49709, -0.79550], [-0.92437, -0.78133, -1.80708], [-3.75467, 3.48956, -0.67178], [-4.83002, 0.89846, 0.49386], [-2.73125, -1.98086, -4.38084], [-0.22980, -0.26036, -2.77627], [-3.69612, -0.13346, -1.21677], [0.71792, 0.29206, -6.02414], [-3.70832, 0.30382, 0.02867], [2.08236, -1.74959, -0.71651], [-4.75088, 0.13942, -2.17843], [-0.21403, 0.84680, 3.72403], [0.60809, 1.35220, 2.57075], [1.83081, -3.93826, 0.38265], [2.91158, -2.40386, -1.66116], [1.90164, 0.92299, 2.19883], [1.52926, -2.59109, 0.28094], [0.16026, -0.09441, -5.09642], [-2.75889, 3.16152, -1.16613], [-0.58879, -0.59459, -3.97855], [1.30272, 2.64708, 0.79888], [2.73025, -0.13307, 2.87724], [-0.94235, 3.33830, 1.93616], [3.22114, -3.75183, -1.56398], [2.69490, -4.53165, -0.53421], [1.52520, 3.87936, -0.03408], [2.32530, 1.69568, 1.11026], [-1.76286, -1.37896, -4.22994], [0.24314, 2.43637, 1.73871], [3.64393, 1.61632, 0.40063], [2.55331, -1.14298, 2.49530], [-4.81706, 1.21011, -2.38843], [-5.71415, -0.21862, -1.81180], [-1.19757, 0.49883, 3.40105], [0.59551, 4.41599, -0.21844], [-1.83278, 2.77065, 2.20943], [-4.69119, 1.39688, 1.35626], [-2.84805, -0.58046, -1.55292], [3.51620, 1.73888, -0.67528], [4.33252, 2.39474, 0.74591], [4.11910, 0.64802, 0.55917], [-5.37340, 1.42033, -0.17359], [-0.37987, 1.63557, 4.46340], [2.22196, 4.56150, 0.46520], [-1.17862, 3.89983, 1.03364], [2.52705, -0.14966, 3.94993], [-0.75147, 4.06251, 2.73660], [1.95248, 3.64111, -1.01216], [3.79036, 0.08691, 2.74653], [-4.51334, -0.39050, -3.09964], [0.28666, 0.01817, 4.22691]], "atomic_forces_ev_per_a": [[0.6, -0.2, 0.9], [0.5, -0.1, -0.3], [0.0, -0.1, 0.1], [0.0, 0.0, -0.1], [0.0, 0.0, 0.0], [0.0, 0.0, 0.0], [-0.4, -0.2, 0.0], [0.2, 0.0, -0.2], [0.0, -0.3, 0.1], [0.0, 0.2, 0.0], [0.0, 0.0, 0.0], [0.0, 0.0, -0.1], [0.0, 0.0, 0.0], [-0.2, -0.3, 0.1], [-0.1, 0.1, 0.0], [0.0, 0.0, 0.0], [-0.1, -0.2, 0.1], [-0.2, -0.3, -0.1], [0.1, 0.0, 0.0], [0.1, 0.0, -0.1], [-0.5, 0.1, -0.2], [0.1, 0.0, -0.1], [0.1, 0.2, 0.1], [0.1, -0.3, -0.3], [0.2, 0.1, -0.3], [-0.1, 0.1, 0.1], [-0.5, 0.1, 0.3], [0.2, 0.2, -0.3], [0.2, 0.1, 0.6], [-0.1, 0.1, -0.1], [0.0, -0.1, 0.1], [-0.1, 0.1, 0.1], [0.0, 0.1, 0.0], [0.0, -0.1, -0.1], [-0.3, 0.4, -0.5], [0.0, -0.1, 0.2], [0.1, 0.3, -0.4], [-0.1, -0.1, 0.1], [0.1, 0.1, 0.1], [0.0, 0.0, 0.0], [0.0, 0.0, 0.0], [0.0, 0.0, 0.1], [0.0, 0.0, 0.0], [0.0, 0.0, 0.0], [0.1, 0.0, 0.1], [0.1, 0.1, 0.1], [0.0, 0.0, 0.0], [0.0, 0.0, 0.0], [0.0, 0.0, 0.0], [-0.1, 0.1, -0.1], [0.0, 0.0, 0.0], [0.0, 0.0, 0.0], [0.0, 0.0, 0.0], [0.0, 0.0, 0.0], [0.0, 0.0, 0.0], [0.0, 0.0, 0.0], [0.0, 0.0, 0.0], [0.0, 0.1, 0.1], [0.0, 0.0, 0.0]], "nbo_charge": [1.65, -0.25, 0.04, 0.04, 0.03, 0.04, 0.12, -0.32, -0.83, -0.64, -0.51, -0.79, -0.33, 0.06, -0.56, -0.31, 0.39, 0.34, -0.44, -0.64, -0.11, -0.06, -0.06, -0.08, -0.15, 0.28, 0.05, -0.13, -0.26, -0.63, -0.63, -0.09, -0.14, -0.61, -0.09, 0.28, -0.19, -0.62, 0.21, 0.21, 0.20, 0.22, 0.23, 0.22, 0.41, 0.45, 0.22, 0.20, 0.21, 0.40, 0.21, 0.20, 0.23, 0.21, 0.20, 0.21, 0.21, 0.24, 0.21], "lumo_ev": 2.200, "fmax_ev_per_a": 1.09, "charge": -1, "de_lowest_kj_mol": 26.9}

=====

Record 5
{"formula": "C35H21Cl7IrN4O3", "method": "ωB97M-V/def2-TZVPD", "elements": ["Ir", "Cl", "Cl", "Cl", "Cl", "Cl", "Cl", "Cl", "O", "O", "O", "N", "N", "N", "N", "C", "C", "C", "C", "C", "C", "C", "C", "C", "C", "C", "C", "C", "C", "C", "C", "C", "C", "C", "C", "C", "C", "C", "C", "C", "C", "C", "C", "C", "C", "C", "C", "C", "C", "C", "H", "H", "H", "H", "H", "H", "H", "H", "H", "H", "H", "H", "H", "H", "H", "H", "H", "H", "H", "H", "H"], "coordinates": [[0.94302, -0.61623, -0.24525], [-1.11688, -2.24531, -0.96553], [-2.73607, 1.29803, -3.31682], [-4.15836, 4.76754, 0.66664], [3.67997, -4.46434, -0.56734], [2.38254, -7.19683, 0.23669], [-0.72158, -7.46158, 0.42709], [-2.50141, -4.95864, -0.17965], [0.61011, 1.08020, 1.15480], [1.75619, -2.36313, -1.15329], [-0.82440, 0.93291, -0.46783], [2.96446, -0.59637, 0.22857], [1.12939, -1.87197, 1.54014], [1.78295, 0.61784, -1.76091], [-3.46744, 1.94742, -0.56300], [2.64975, -2.96539, 2.98317], [-0.00162, -5.97439, -0.04284], [-3.65267, 4.39205, -0.95383], [-2.54354, 2.19094, 1.70067], [-1.21020, 2.66720, 1.16058], [-2.71649, 2.04210, 3.07098], [-3.38261, 3.07172, -1.35158], [-4.73814, 1.24902, 1.36953], [0.29707, -3.31506, 3.23600], [3.41602, -1.51168, 1.08290], [0.10548, -2.43430, 2.18626], [-3.01788, 3.95563, -3.61298], [3.72954, 1.82150, -2.36157], [-3.27194, 5.24277, -3.17503], [3.76946, -0.04332, -0.68047], [1.19061, -3.51453, -0.81973], [4.74831, -1.87764, 1.08584], [-3.58449, 5.45072, -1.84638], [2.38490, -2.13159, 1.91566], [-0.19008, -3.67738, -0.70626], [1.06165, 1.33748, -2.62624], [-4.89906, 1.10313, 2.74058], [5.11331, -0.35835, -0.72800], [1.59384, -3.57186, 3.64735], [3.09545, 0.83846, -1.63162], [1.96390, -4.64232, -0.50560], [-3.06197, 2.90797, -2.71724], [-3.88841, 1.51349, 3.59527], [2.99283, 2.57133, -3.26797], [5.60497, -1.28552, 0.17584], [-0.79272, -4.86768, -0.32587], [1.38515, -5.84981, -0.12937], [1.64002, 2.31794, -3.41375], [-3.58448, 1.81761, 0.85104], [-0.44536, 1.50868, 0.56560], [4.78196, 2.01729, -2.21005], [-1.34533, 3.43919, 0.39994], [-0.60412, 3.05827, 1.97466], [-2.79244, 3.75880, -4.65299], [-3.23672, 6.07295, -3.86765], [3.66572, -3.14761, 3.30297], [0.00219, 1.12055, -2.67256], [-3.26530, 1.09296, -1.04925], [5.10775, -2.64480, 1.75479], [-3.79580, 6.44725, -1.48306], [-0.55305, -3.77878, 3.71707], [-5.81604, 0.68441, 3.13551], [-1.91620, 2.34161, 3.73892], [1.03021, 2.86346, -4.11996], [-4.00103, 1.40727, 4.66705], [6.64927, -1.56712, 0.14891], [-0.88823, -2.15725, 1.85849], [5.75385, 0.08426, -1.47609], [1.78742, -4.23119, 4.48291], [-5.51886, 0.93622, 0.68710], [3.47164, 3.35378, -3.84194]], "atomic_forces_ev_per_a": [[6.6, -0.2, 2.6], [-1.0, 0.1, -0.4], [0.0, 0.0, 0.0], [0.0, 0.0, 0.0], [0.0, -0.1, -0.1], [0.0, 0.0, 0.0], [0.0, 0.0, 0.0], [0.0, 0.0, 0.0], [-0.2, -0.9, -1.2], [-1.0, 0.3, 0.1], [-1.0, -0.3, -0.5], [-1.5, -0.4, -0.8], [-1.7, 0.6, -0.6], [-1.8, 0.0, 0.2], [-0.3, 0.2, 0.0], [0.0, -0.2, 0.2], [0.0, -0.1, 0.0], [0.0, 0.0, -0.1], [0.2, -0.2, 0.1], [0.0, -0.1, 0.1], [0.0, 0.0, 0.0], [-0.1, -0.3, 0.1], [-0.1, 0.0, 0.1], [0.1, 0.0, 0.0], [0.2, 0.0, 0.2], [0.0, 0.0, 0.2], [0.0, -0.1, -0.1], [0.1, 0.1, -0.2], [0.0, 0.1, -0.1], [0.2, 0.2, 0.0], [0.2, 0.2, -0.1], [0.2, 0.2, 0.1], [0.0, 0.0, 0.0], [0.0, -0.2, 0.0], [0.0, 0.1, 0.0], [0.0, -0.1, -0.1], [0.0, 0.0, -0.1], [0.1, 0.0, 0.2], [0.0, 0.0, 0.0], [0.1, 0.0, -0.2], [0.2, 0.0, -0.1], [0.1, 0.1, 0.1], [0.0, 0.0, 0.0], [0.0, 0.1, 0.0], [0.1, 0.0, 0.0], [-0.1, 0.1, 0.0], [0.1, 0.0, -0.1], [0.1, -0.1, 0.0], [0.0, 0.1, -0.2], [0.0, 0.2, 0.3], [0.0, 0.0, 0.0], [0.1, 0.0, 0.0], [-0.1, 0.2, 0.0], [0.0, 0.0, 0.0], [0.0, 0.0, 0.0], [0.0, 0.0, 0.0], [0.1, 0.0, 0.0], [0.1, -0.1, 0.0], [0.0, 0.0, 0.0], [0.0, 0.0, 0.0], [0.0, 0.1, 0.0], [0.0, 0.0, 0.0], [0.0, 0.0, 0.0], [0.0, 0.0, 0.0], [0.0, 0.0, 0.0], [0.0, 0.0, 0.0], [0.0, 0.0, -0.1], [0.0, 0.0, 0.0], [0.0, 0.0, 0.0], [0.0, 0.1, 0.0], [0.0, 0.0, 0.0]], "lowdin_charge": [1.41, 0.77, 0.73, 0.76, 0.77, 0.71, 0.70, 0.72, -0.08, -0.24, -0.12, 0.05, 0.00, 0.00, 0.07, 0.03, -0.72, -0.57, -0.20, -0.03, -0.03, -0.29, -0.02, 0.00, -0.20, -0.09, -0.12, 0.02, -0.09, -0.17, -0.48, -0.01, -0.11, -0.20, -0.60, -0.07, -0.07, 0.04, -0.01, -0.19, -0.59, -0.56, -0.07, -0.01, 0.00, -0.70, -0.70, 0.00, -0.26, -0.62, 0.12, 0.12, 0.12, 0.11, 0.11, 0.12, 0.08, 0.07, 0.12, 0.11, 0.13, 0.11, 0.12, 0.12, 0.11, 0.13, 0.12, 0.13, 0.13, 0.12, 0.12], "lumo_ev": -4.023, "fmax_ev_per_a": 7.10, "charge": 1, "de_lowest_kj_mol": 65.9}